No. 1
Computed, not measured: one molecule with the formula C4H4S2 at a distorted geometry, with wB97M-V/def2-TZVPD.

Relative energy (zero: lowest compared OMol25 entry of this formula, charge and spin) = 200.5 kJ/mol
2S+1 = 1
Gap between HOMO and LUMO = 7.939 eV

Last column: Löwdin charge in e.
Element x y z (Å)
C (1.508322, -0.382072, -0.180893)  -0.076
C (0.118614, -0.292284, 0.079990)  -0.674
C (-0.609814, 0.824693, 0.354705)  -0.231
C (-1.906290, 0.387908, 0.269514)  -0.876
S (-3.423704, 0.698378, 0.064460)  0.757
S (-0.981259, -1.647501, 0.251422)  0.763
H (1.595993, -0.208450, -1.239239)  0.113
H (1.841243, -1.378332, -0.144349)  0.074
H (2.077941, 0.212702, 0.354183)  0.047
H (-0.221042, 1.784960, 0.190208)  0.103

Atoms 1-3, force components in eV/Å:
-1.303 -2.709 -3.371
-2.168 -1.246 1.869
0.854 -0.457 -0.900



No. 2
Computed, not measured: one molecule with the formula C4H4S2 at a distorted geometry, with wB97M-V/def2-TZVPD.

Relative energy (zero: lowest compared OMol25 entry of this formula, charge and spin) = 91.7 kJ/mol
2S+1 = 1
Gap between HOMO and LUMO = 8.012 eV

Last column: Löwdin charge in e.
Element x y z (Å)
S (2.707876, 1.183684, -0.850783)  0.642
C (1.187254, 0.635367, -0.593576)  -1.147
C (0.894964, -0.633014, 0.003331)  -0.217
C (-0.380326, -0.785496, 0.592318)  -0.073
C (-1.403165, 0.278250, 0.092199)  -0.366
S (-0.362692, 1.506198, -1.007096)  0.841
H (1.825558, -1.171295, 0.004712)  0.081
H (-0.489583, -1.577557, 1.320279)  0.097
H (-1.786604, 0.863656, 0.897463)  0.048
H (-2.193282, -0.299792, -0.458845)  0.093

Atoms 1-3, force components in eV/Å:
-0.720 0.003 -0.066
-1.045 1.416 -1.217
-2.706 0.091 1.651



No. 3
Computed, not measured: a 26-piece molecular cluster, C4H58BNO28 overall at a distorted geometry, with wB97M-V/def2-TZVPD.

Total charge = -2
2S+1 = 1
Gap between HOMO and LUMO = 2.573 eV

Last column: Löwdin charge in e.
Element x y z (Å)
C (-1.445455, 2.314958, 0.536267)  0.016
C (-1.269898, 1.559877, -0.775697)  -0.456
O (-0.450206, 2.022435, -1.575787)  -0.012
N (-1.987192, 0.433064, -1.153600)  -0.095
C (-3.435076, 0.652928, -1.109293)  -0.107
B (-1.497482, -0.900327, -0.487135)  -0.463
C (-1.461802, -0.871273, 1.164111)  -0.650
O (-2.501165, -1.165505, 1.820558)  -0.148
O (-0.376267, -0.556564, 1.816373)  -0.183
H (-2.453943, 2.168317, 0.932154)  0.058
H (-0.685971, 1.939895, 1.237398)  0.088
H (-1.276499, 3.395499, 0.440133)  0.053
H (-3.987270, -0.288382, -1.015784)  0.078
H (-3.736048, 1.062506, -2.098650)  0.048
H (-3.767282, 1.391083, -0.369601)  0.058
H (-0.372303, -1.138687, -0.879214)  0.053
H (-2.273750, -1.786095, -0.792314)  0.049
O (-1.533259, 1.222048, -4.427746)  -0.059
H (-1.174809, 1.270249, -3.524313)  0.021
H (-2.483293, 1.282062, -4.294304)  0.037
O (-1.486991, 4.582520, -3.072394)  -0.052
H (-1.408706, 4.310416, -3.993373)  0.046
H (-0.864861, 3.997951, -2.603982)  0.037
O (-3.872273, 4.071484, 1.808437)  -0.043
H (-4.052645, 4.629650, 1.045312)  0.027
H (-3.888793, 4.675701, 2.556253)  0.032
O (-0.746303, 7.007452, -5.121923)  -0.058
H (-0.937015, 6.341231, -4.450935)  -0.005
H (-0.711854, 7.830602, -4.627216)  0.029
O (-5.162496, 2.878343, -1.556117)  -0.056
H (-5.651455, 3.346479, -0.870179)  0.038
H (-5.561861, 3.182052, -2.378091)  0.035
O (-0.350747, 1.972685, -7.098391)  -0.059
H (-0.606617, 1.828400, -6.172453)  0.012
H (-0.781425, 1.250307, -7.566860)  0.040
O (-0.531893, -3.986132, 0.237428)  -0.048
H (-1.052057, -4.341937, 0.964086)  0.016
H (0.373962, -4.210080, 0.461391)  -0.015
O (1.757090, -4.881970, 2.474422)  -0.054
H (1.612936, -5.481740, 3.210545)  0.028
H (1.754215, -4.008686, 2.884934)  0.060
O (-2.399444, -3.891800, 3.285953)  -0.078
H (-2.608472, -3.331889, 2.514579)  0.033
H (-2.364621, -3.257537, 4.009686)  0.050
O (-2.614563, 3.722717, -8.746877)  -0.064
H (-2.546345, 3.432738, -9.660437)  0.025
H (-1.967056, 3.180322, -8.277938)  -0.001
O (3.291985, -5.555765, 4.973312)  -0.053
H (3.947378, -4.959442, 5.354329)  -0.004
H (3.560727, -6.424916, 5.287691)  0.012
O (-0.137634, 5.473386, -0.285324)  -0.047
H (-0.773092, 5.542360, -1.005449)  0.003
H (0.679236, 5.818976, -0.657018)  0.038
O (2.085364, 0.935761, 2.146230)  -0.102
H (2.324933, 0.379632, 2.894108)  -0.012
H (1.246794, 0.534208, 1.837061)  -0.008
O (1.663136, 0.412654, -9.065792)  -0.066
H (1.202961, -0.425790, -8.969171)  0.029
H (1.252511, 0.985456, -8.404008)  0.002
O (2.468643, -3.233491, 0.143849)  -0.056
H (2.323864, -3.842399, 0.876560)  -0.026
H (2.466638, -2.365176, 0.565217)  0.047
O (5.453117, -4.683063, 7.235483)  -0.044
H (4.947989, -5.044567, 7.969784)  0.045
H (6.366997, -4.878002, 7.459145)  0.036
O (-3.853299, 6.461239, -2.213013)  -0.059
H (-3.198065, 5.757515, -2.316164)  0.016
H (-4.202131, 6.582498, -3.102486)  0.050
O (-5.061116, -4.399109, 4.086245)  -0.099
H (-5.713376, -4.314772, 3.386389)  0.017
H (-4.229996, -4.076865, 3.675765)  -0.009
O (5.545621, -7.650645, 6.044806)  -0.067
H (5.623609, -8.002703, 5.151600)  0.017
H (6.192499, -8.150951, 6.548437)  0.033
O (-4.877291, 9.108676, -2.107189)  -0.076
H (-4.196533, 9.622592, -1.666007)  0.027
H (-4.659213, 8.191188, -1.881296)  -0.010
O (2.022046, 1.402175, -3.507524)  -0.063
H (1.320157, 1.654156, -2.888708)  0.005
H (1.624523, 1.525441, -4.373471)  0.008
O (4.147018, -0.766879, 3.781335)  -0.049
H (4.845324, -0.301971, 4.250167)  0.035
H (4.260994, -1.690091, 4.038240)  0.001
O (4.466858, -9.765728, 4.638734)  -0.049
H (3.519230, -9.836122, 4.791769)  0.052
H (4.670162, -10.512216, 4.066308)  0.044
O (5.274539, -3.579109, 3.975398)  -0.040
H (5.358997, -3.881138, 3.064451)  0.063
H (5.790098, -4.208508, 4.486920)  0.028
O (5.580556, 1.318085, 1.761216)  -0.080
H (4.614717, 1.348353, 1.852699)  0.019
H (5.726879, 0.597794, 1.143093)  0.028

Atoms 1-3, force components in eV/Å:
-0.415 -0.131 -0.056
-0.206 0.267 -0.552
0.771 0.484 -0.663



No. 4
Computed, not measured: C4H58BO37 as an isolated structure at a distorted geometry, with wB97M-V/def2-TZVPD.

Total charge = -1
Relative energy (zero: lowest compared OMol25 entry of this formula, charge and spin) = 106.4 kJ/mol
2S+1 = 1
Gap between HOMO and LUMO = 8.861 eV

Last column: Löwdin charge in e.
Element x y z (Å)
O (-3.773006, 10.609528, -8.383572)  0.049
C (-3.682602, 11.869376, -8.122988)  -0.389
O (-4.387954, 12.453608, -7.322463)  0.312
B (-3.807631, 13.807800, -7.214522)  -0.800
O (-2.673654, 13.827762, -8.124060)  0.322
C (-2.618813, 12.652376, -8.613123)  -0.324
O (-1.832200, 12.363876, -9.571890)  0.072
O (-3.375524, 14.172185, -5.859308)  0.347
C (-4.128674, 14.978851, -5.419443)  -0.398
O (-4.451940, 14.911308, -4.216951)  0.072
C (-5.007164, 15.443037, -6.432508)  -0.428
O (-4.761175, 14.882627, -7.525820)  0.268
O (-5.830939, 16.326368, -6.331653)  0.143
O (-0.362733, 13.822441, -5.099868)  -0.033
H (-0.718228, 13.289298, -4.391877)  0.004
H (-1.036734, 14.370120, -5.491868)  0.035
O (-8.461576, 15.059490, -6.216661)  0.001
H (-7.742453, 15.643361, -6.379502)  -0.006
H (-9.165543, 15.560026, -5.846408)  0.046
O (-1.943835, 15.001742, -2.178011)  0.010
H (-1.154682, 15.125106, -2.635558)  0.019
H (-2.599595, 15.435978, -2.663219)  -0.027
O (-3.486210, 8.704228, -6.115059)  -0.032
H (-4.393047, 8.371712, -5.797037)  0.125
H (-2.930660, 8.157014, -5.617934)  0.043
O (-1.217429, 10.671611, -11.841438)  -0.032
H (-2.036799, 10.848730, -11.445132)  -0.060
H (-0.721626, 9.990521, -11.443367)  0.001
O (-6.580667, 19.366100, -6.565217)  -0.030
H (-6.472877, 18.821140, -5.785187)  -0.002
H (-7.181556, 18.959207, -7.176053)  0.048
O (-3.537299, 17.258230, -3.036084)  -0.030
H (-4.191414, 17.046613, -2.382879)  0.044
H (-3.934900, 17.288984, -3.890791)  -0.026
O (0.718106, 13.017051, -7.474483)  -0.096
H (0.412338, 13.224467, -6.558844)  0.005
H (0.465101, 12.095903, -7.664263)  -0.003
O (-3.860740, 15.646050, -10.443225)  -0.018
H (-4.696418, 15.443519, -10.048813)  0.004
H (-3.799160, 14.901253, -11.033967)  0.000
O (-4.143377, 11.041789, -4.884772)  -0.046
H (-4.769358, 11.309579, -5.562384)  0.014
H (-3.789794, 10.144296, -5.101558)  0.015
O (-2.131052, 12.554564, -3.402695)  -0.038
H (-2.154366, 13.309556, -2.832072)  -0.013
H (-2.815395, 12.615455, -4.052244)  -0.008
O (-6.613121, 16.003029, -9.173893)  -0.053
H (-6.032499, 15.611117, -8.521328)  -0.022
H (-6.615156, 16.952630, -9.006840)  0.012
O (-3.894995, 10.913974, -11.236090)  -0.052
H (-4.476761, 11.722526, -11.207482)  0.094
H (-4.316111, 10.543433, -12.030037)  0.082
O (-6.401233, 10.483605, -6.831777)  -0.052
H (-7.334956, 10.342828, -6.920919)  0.054
H (-6.227652, 10.154195, -7.733243)  -0.014
O (-5.304148, 18.217341, -8.515058)  -0.091
H (-4.514193, 17.800336, -8.082696)  0.011
H (-5.699906, 18.747787, -7.804715)  -0.032
O (-2.810497, 13.613279, -11.846358)  -0.024
H (-2.615209, 13.047096, -11.124040)  -0.030
H (-2.978670, 13.035363, -12.615452)  0.075
O (-2.900286, 16.985486, -8.210290)  -0.037
H (-3.322586, 16.403800, -8.839215)  -0.004
H (-2.205930, 17.463311, -8.688571)  0.085
O (-4.928539, 7.496019, -8.314124)  -0.026
H (-4.498451, 7.499463, -9.166612)  0.059
H (-4.400539, 8.084652, -7.800929)  -0.016
O (0.793449, 10.959497, -8.976960)  -0.043
H (0.904423, 11.671725, -9.615328)  0.024
H (1.566572, 10.404884, -8.915308)  0.076
O (-6.361964, 18.303566, -3.974871)  -0.051
H (-6.147004, 18.589175, -3.077368)  0.061
H (-6.440050, 17.355150, -3.885210)  -0.019
O (-1.377323, 11.264452, -6.249334)  0.002
H (-0.662271, 11.269865, -5.583483)  0.073
H (-2.120755, 10.950037, -5.776428)  -0.016
O (-1.400783, 9.272578, -9.358257)  -0.100
H (-2.288822, 9.542617, -9.019626)  0.013
H (-0.761695, 10.011700, -9.264492)  -0.010
O (-7.278987, 12.745129, -7.985451)  -0.035
H (-7.374786, 13.441659, -7.351939)  -0.012
H (-6.929918, 12.023574, -7.449229)  -0.027
O (0.466988, 13.297353, -10.520156)  -0.024
H (-0.380753, 12.870044, -10.509931)  -0.018
H (0.918478, 12.893533, -11.254930)  0.047
O (-6.106261, 9.685689, -9.286339)  -0.039
H (-5.218194, 10.059833, -9.402767)  0.016
H (-5.990056, 8.766303, -9.128058)  -0.003
O (-5.141888, 13.362657, -2.277317)  -0.044
H (-5.905539, 13.627666, -1.812272)  0.003
H (-4.840767, 13.978333, -2.980304)  -0.021
O (0.050482, 15.421284, -8.401248)  -0.062
H (-0.514823, 15.650492, -7.643370)  0.018
H (0.030526, 14.480305, -8.415700)  -0.050
O (-7.059926, 15.655260, -3.728468)  -0.030
H (-6.195115, 15.253866, -3.707404)  0.001
H (-7.464677, 15.575388, -4.586270)  -0.003
O (-3.761633, 18.309419, -5.555264)  -0.047
H (-2.859676, 18.578551, -5.295404)  0.075
H (-4.019437, 19.024013, -6.170444)  0.063

Atoms 1-3, force components in eV/Å:
0.148 4.344 0.724
0.721 -10.735 -2.320
-2.687 3.606 3.265



No. 5
Computed, not measured: C4H5AgO2 as an isolated structure at a distorted geometry, with wB97M-V/def2-TZVPD.

Total charge = +1
Relative energy (zero: lowest compared OMol25 entry of this formula, charge and spin) = 30.9 kJ/mol
2S+1 = 2
Gap between HOMO and LUMO (alpha / beta) = 8.634 / 7.409 eV

Last column: Löwdin charge in e.
Element x y z (Å)
O (2.134390, -0.009156, -0.010944)  -0.045
C (1.449996, -1.154532, 0.276722)  -0.150
C (0.236298, -1.311799, -0.227735)  -0.018
C (-1.026929, -1.276114, -0.527095)  0.020
H (3.050209, -0.057573, 0.284189)  0.129
H (1.926256, -1.881121, 0.937629)  0.145
H (-1.492469, -1.633456, -1.446103)  0.123
C (-2.053949, -0.379569, 0.459350)  -0.239
O (-1.706524, 0.842691, 0.030697)  -0.095
H (-1.751713, -0.594428, 1.497398)  0.124
H (-3.093172, -0.662724, 0.231480)  0.127
Ag (0.461875, 1.673362, -0.159032)  0.880

Atoms 1-3, force components in eV/Å:
0.315 0.398 -0.154
-1.101 -0.798 0.000
0.476 0.169 0.532



Which value of 2S+1 does entry 4 give?
1



Among the records above, which one has the highest 2S+1?
C4H5AgO2



Which formula does entry 1 have?
C4H4S2